20
Properties=species:S:1:pos:R:3 method="wB97M-V/def2-TZVPD" homo_ev="-7.5473 / -7.5450" lumo_energy_ev="-0.70 / -0.70" total_charge=0 homo_lumo_gap_ev="6.85 / 6.85"
C 0.81275 0.11293 0.03167
H -0.57629 2.20878 -0.15398
C -2.56526 1.36511 -0.09373
C -3.30227 0.18945 0.00444
O 1.82422 -2.84876 -0.08251
C 1.80586 1.08051 0.00236
H -4.37896 0.20425 -0.00144
C -1.19510 1.32724 -0.08589
C 2.18531 -1.72607 -0.04538
C -1.23376 -1.01333 0.10987
N 3.25239 -0.96709 -0.04202
O 4.24094 1.06330 0.07568
H 4.19480 -1.36556 -0.06209
N -0.51899 0.14406 0.01277
H -0.65312 -1.91923 0.18469
H -3.12646 -1.94650 0.19350
O 1.69032 2.31257 0.00416
H -3.06031 2.31975 -0.17722
C -2.60377 -1.00793 0.10818
C 3.20771 0.46651 0.01696

---

9
Properties=species:S:1:pos:R:3 method="wB97M-V/def2-TZVPD" homo_ev=-9.9817 smiles="C1=NN1.C1=NO1" lumo_energy_ev=0.63 total_charge=0 homo_lumo_gap_ev=10.61
N -1.44725 -0.01525 0.43653
C 1.33337 -0.59140 0.84042
C -0.97880 0.09111 -0.71591
N 2.52857 -0.98024 0.83827
H -1.26763 2.02362 -0.37567
O 1.58320 -0.83439 -0.41900
N -1.80470 1.16130 -0.59415
H -0.50366 -0.56525 -1.40640
H 0.55691 -0.28949 1.39593

---

120
Properties=species:S:1:pos:R:3 method="wB97M-V/def2-TZVPD" homo_ev=-1.8916 lumo_energy_ev=1.98 total_charge=-1 homo_lumo_gap_ev=3.87
H 5.66381 1.28099 -6.84819
H -0.57024 -2.90280 12.10853
O -1.43173 1.26564 6.09974
H 6.09450 -2.65680 -0.13328
H -3.63974 7.39127 -3.87768
H -0.33894 2.74545 -0.38458
C -5.43384 3.06248 -0.53479
H 6.61619 -4.20389 0.60149
H -1.88188 0.85620 15.45847
H 4.89949 -3.46825 -4.85434
C -3.08355 6.93290 -4.69271
C -1.15355 -2.43869 11.31282
C 3.18111 -2.47245 -10.56671
O 6.18703 0.61659 -4.95757
H -1.41192 0.23167 8.64750
H -2.62384 2.59085 0.00576
H -3.47861 0.58683 16.18868
H -2.04127 -3.03052 11.09582
C -0.60881 1.66689 -0.30523
H 3.10041 -2.28209 -7.70475
C 0.30938 3.19570 -5.82276
O 4.17493 -4.08887 1.24674
H -2.60100 2.58540 7.09857
H 2.22818 -0.93414 -6.96403
N -2.27873 -1.46753 -0.43249
O 3.03376 -4.93397 -0.51072
C -1.13653 2.81020 -5.58333
H 2.10574 -5.49123 1.27394
C -3.46625 0.53438 14.03284
H 3.44108 -4.44421 -12.19426
H 3.56446 -1.37815 -3.04176
H -3.74795 2.21363 -2.34902
H -4.37803 -0.05346 13.91707
H 1.90564 0.11798 -9.17426
O -2.55880 0.26966 12.95751
O -1.80736 -0.94924 6.35430
C 0.25566 0.92329 0.76893
H 7.03599 -3.82456 -1.07550
C -5.30234 1.54853 -0.95394
H -6.25535 3.53309 -1.11367
O 3.97500 0.16908 -4.97272
H -2.19554 7.53321 -4.89399
O -2.29737 -2.24717 0.48754
N -4.57886 2.91385 1.84931
C 6.26986 -3.71842 -0.30990
C -2.38798 -1.01959 12.66304
H 0.81502 2.43638 -6.42120
H -4.94447 2.34242 2.60542
C -2.32623 1.53388 7.18294
H 0.83624 3.30731 -4.87366
H 0.14654 -0.94698 0.18081
H 0.21992 -3.82754 0.99097
C -5.75696 3.22692 0.98804
H -0.41488 1.13900 -1.25627
O 5.08300 -4.33491 -0.80612
H -0.28777 0.73109 1.71301
C 2.16947 -0.93805 -9.11984
O -0.39201 -0.11196 4.80809
O 2.64657 -3.40814 -10.03862
O 4.03938 -2.54097 -11.58924
C -0.05801 -1.45297 4.44645
H -4.30210 0.55090 -2.61106
H -4.32209 3.80197 2.26797
H 0.54289 -1.41171 3.54022
C -2.16319 1.58858 0.01239
C 1.16303 -3.71620 0.45418
H 6.84787 2.25804 -5.96417
H -4.50714 3.59213 -0.82398
H 1.19936 -5.75435 -0.20730
H 0.53200 -1.91501 5.23918
H 0.38123 4.15031 -6.34633
H -0.54220 -2.38505 10.41490
C -2.79637 0.62488 -1.08161
H -2.24524 1.11052 1.01089
H 4.94598 -4.36733 -11.22829
H 3.29436 -3.64684 -4.11363
O -2.02413 5.21311 -6.38152
C 4.34650 -3.87321 -11.99320
H -1.69263 2.73122 -6.51911
O -2.70534 5.62767 -4.26796
H -3.74428 1.58454 13.94499
H -6.03239 4.29742 1.13539
H 3.80283 -0.67360 -7.73840
H 3.58788 -2.40613 -5.33865
O -2.92704 -1.94670 13.20318
H 1.24469 -1.50830 -9.21912
O 3.03925 -1.19203 -10.23442
C 4.41969 -1.95587 -3.39550
H -3.72315 6.89267 -5.57365
C 5.09459 -0.07498 -4.61652
C 4.10148 -4.42684 0.09794
H -5.40825 0.85829 -0.09604
H 4.81295 -2.50592 -2.54215
C -1.65989 1.28568 8.52104
H 0.96194 -3.27892 -0.52524
O 5.47383 -1.08235 -3.83377
H 4.92994 -3.80904 -12.90931
C -2.15893 4.88258 -5.23251
O -1.49784 -1.10118 11.67472
C 2.86190 -1.22235 -7.80291
H -0.72582 1.84605 8.59377
C -4.00012 1.27719 -1.81856
H -2.31637 1.58374 9.34002
H -6.64763 2.63324 1.27571
O -1.77891 3.73022 -4.69371
H 5.14203 2.33711 -5.50008
H 1.09767 1.60720 1.00623
H 1.78645 -3.00665 0.99917
H -6.16848 1.34964 -1.63139
O -3.27407 -0.55375 -0.31771
C 5.92979 1.68188 -5.86946
C 4.02415 -2.92789 -4.48718
O 0.82828 -0.27418 0.23850
C 1.85799 -5.05328 0.30536
C -2.81187 0.29043 15.37773
H -0.95053 -2.04204 4.24145
H -2.56062 -0.76252 15.50731
H -1.18020 1.83669 -5.09589
H -3.24210 0.95041 7.07636
C -1.26967 -0.02532 5.80455